No. 1
A cluster of 9 separate species, H18O9 in total in a non-equilibrium geometry. Source: OMol25; level of theory: wB97M-V/def2-TZVPD.

Properties
* frontier orbital gap: 10.07 eV
* multiplicity: 1

Element x y z (Å)
O1 2.33906 -0.35145 1.35232
H1 2.21149 -1.18596 0.90454
H2 1.47075 -0.11572 1.58720
O2 2.94719 1.12045 -0.86842
H3 2.77849 2.00203 -1.08538
H4 2.82109 1.03319 0.06798
O3 -0.23550 0.11084 0.95975
H5 -0.72058 -0.68043 0.99344
H6 0.27683 0.06408 0.14662
O4 -2.68311 1.52417 -0.08464
H7 -2.88291 0.72436 -0.61019
H8 -1.95529 1.22353 0.50290
O5 -0.88488 -4.10882 1.72941
H9 -1.15501 -3.35947 1.16914
H10 -1.43429 -3.99751 2.53069
O6 0.69673 2.93535 0.61417
H11 0.77942 2.65001 -0.31754
H12 0.44669 2.10593 1.05363
O7 -2.56414 -2.03439 0.61636
H13 -2.72613 -1.56596 -0.19419
H14 -3.22007 -2.68051 0.65712
O8 0.50761 -0.30621 -1.80781
H15 1.43519 -0.48573 -1.92578
H16 0.19958 -1.20168 -1.91925
O9 0.17744 2.36877 -2.01134
H17 1.01730 2.79809 -2.11694
H18 0.35705 1.41306 -1.94379

Mulliken charges, unit e, in atom order: -0.70 0.29 0.42 -0.58 0.27 0.35 -0.65 0.16 0.42 -0.60 0.25 0.40 -0.64 0.36 0.32 -0.65 0.20 0.37 -0.62 0.27 0.28 -0.70 0.32 0.27 -0.64 0.33 0.50

=====

No. 2
A cluster of 9 separate species, H18O9 in total in a non-equilibrium geometry. Source: OMol25; level of theory: wB97M-V/def2-TZVPD.

Properties
* frontier orbital gap: 7.44 eV
* multiplicity: 1

Element x y z (Å)
O1 43.00404 15.19717 15.59851
H1 42.68727 14.38216 14.93146
H2 42.35635 15.99827 15.70059
H3 43.91449 15.32805 15.39731
O2 41.15318 17.13113 15.22863
H4 41.39203 17.25499 16.05217
O3 42.35614 13.29095 13.66740
H5 42.96268 12.66250 13.92378
H6 42.75342 13.61540 12.85437
O4 43.01044 18.00678 13.55431
H7 42.36779 17.89889 14.13765
H8 42.84282 17.24753 12.90424
O5 39.86178 14.84776 15.71185
H9 40.34561 14.17289 16.29257
H10 40.23614 15.72530 15.49765
O6 45.31673 13.48285 15.18540
H11 46.21477 13.80702 15.09910
H12 45.52645 12.69443 15.64458
O7 42.28187 16.11244 18.92208
H13 43.18102 15.90764 18.50314
H14 41.87847 15.25805 19.17306
O8 45.02149 15.39254 18.17122
H15 45.41346 16.23655 17.74205
H16 45.70143 14.75924 18.04151
O9 45.43960 16.37622 14.82368
H17 45.87416 15.98086 14.15923
H18 45.82733 17.32418 14.66442

Mulliken charges, unit e, in atom order: -0.19 0.39 0.37 0.42 -1.11 0.29 -0.66 0.31 0.35 -0.62 0.34 0.28 -0.68 0.24 0.39 -0.55 0.26 0.27 -0.63 0.35 0.30 -0.68 0.33 0.29 -0.60 0.24 0.28

=====

No. 3
A cluster of 9 separate species, H18O9 in total in a non-equilibrium geometry. Source: OMol25; level of theory: wB97M-V/def2-TZVPD.

Properties
* frontier orbital gap (spin up / spin down): 11.09 / 4.01 eV
* <S²>: 0.756
* charge: +1
* multiplicity: 2

Element x y z (Å)
O1 -0.57075 -1.62316 2.43313
H1 -0.04841 -2.29246 2.87520
H2 0.03512 -1.21611 1.81388
O2 2.39456 0.63877 -1.44573
H3 2.10690 -0.22286 -1.74753
H4 3.28418 0.72810 -1.78754
O3 -1.78773 -2.06183 -1.94987
H5 -0.96809 -2.31372 -1.52447
H6 -2.42675 -2.70268 -1.63811
O4 -1.30154 1.68045 -0.62457
H7 -0.57516 2.30105 -0.56573
H8 -1.34354 1.44738 -1.55201
O5 3.02217 3.36002 -0.10049
H9 3.07145 3.29130 0.85297
H10 2.98436 2.45328 -0.40482
O6 -1.54725 1.48643 2.40399
H11 -0.61497 1.57769 2.60085
H12 -1.61346 1.66804 1.46651
O7 0.84618 -3.04537 -0.80586
H13 1.13490 -2.25304 -0.35302
H14 1.63814 -3.57658 -0.88861
O8 -2.94491 -0.00261 0.47372
H15 -2.30330 0.52817 0.00165
H16 -3.71084 -0.01990 -0.10011
O9 0.39731 -0.16342 0.51125
H17 1.12654 0.37531 0.20427
H18 -0.28510 -0.04228 -0.14895

Mulliken charges, unit e, in atom order: -0.40 0.36 0.41 -0.63 0.26 0.32 -0.59 0.33 0.34 -0.71 0.30 0.30 -0.60 0.32 0.31 -0.36 0.36 0.37 -0.64 0.29 0.32 -0.42 0.40 0.35 -0.48 0.25 0.25

=====

No. 4
A cluster of 9 separate species, H18O9 in total in a non-equilibrium geometry. Source: OMol25; level of theory: wB97M-V/def2-TZVPD.

Properties
* frontier orbital gap (spin up / spin down): 11.54 / 2.20 eV
* <S²>: 0.755
* charge: +1
* multiplicity: 2

Element x y z (Å)
O1 -0.16839 4.07865 2.65759
H1 -0.67323 4.17253 1.83034
H2 0.35228 3.24440 2.48609
O2 1.11280 1.68076 -4.07423
H3 1.50376 2.44919 -3.66660
H4 1.79771 1.00254 -4.17079
O3 1.47722 0.60292 2.63038
H5 0.86010 0.64507 1.88328
H6 0.85561 0.20599 3.25789
O4 -1.13354 -3.39516 -2.37608
H7 -0.87124 -2.45793 -2.56596
H8 -0.33242 -3.69577 -1.92881
O5 -0.55146 -0.32314 -3.04541
H9 -0.95249 0.25268 -2.40309
H10 -0.59333 0.27561 -3.80834
O6 1.98661 -2.95653 0.38414
H11 1.07293 -2.85197 0.56169
H12 2.55824 -3.23432 1.15900
O7 -2.63003 -1.23092 0.51324
H13 -2.86307 -1.47594 -0.41600
H14 -3.19739 -1.86594 0.94684
O8 2.14088 0.32296 -0.20461
H15 2.86707 0.35936 0.52796
H16 2.20426 -0.63208 -0.13636
O9 -2.18014 1.42019 3.37296
H17 -2.57525 0.63232 3.04780
H18 -2.22044 1.47514 4.28709

Mulliken charges, unit e, in atom order: -0.46 0.36 0.36 -0.55 0.33 0.35 -0.58 0.34 0.34 -0.54 0.34 0.34 -0.55 0.33 0.35 -0.66 0.33 0.34 -0.62 0.31 0.32 -0.53 0.38 0.37 -0.60 0.30 0.31

=====

No. 5
A cluster of 10 separate species, H19O10 in total in a non-equilibrium geometry. Source: OMol25; level of theory: wB97M-V/def2-TZVPD.

Properties
* frontier orbital gap: 9.26 eV
* charge: -1
* multiplicity: 1

Element x y z (Å)
O1 -0.35106 -3.71583 -0.57627
H1 -0.18479 -3.71810 -1.53113
H2 -2.47661 -0.25224 1.95863
O2 1.36241 -0.40306 -4.24922
H3 1.01500 0.48260 -4.38607
H4 2.84717 2.64931 2.32697
O3 -1.11881 -1.20565 -0.54882
H5 1.33529 -0.55488 -3.25998
H6 -0.32429 -0.89037 -0.97876
O4 -0.22267 1.78230 2.63600
H7 -1.67227 0.73468 -2.58334
H8 -0.77188 -2.75536 -0.66861
O5 -2.14121 1.14191 -1.85268
H9 -0.95775 2.78753 -0.77624
H10 -0.71886 0.98322 2.34796
O6 1.67662 -0.38795 -1.65654
H11 1.40474 -1.32129 -1.70310
H12 0.83112 -0.05452 -1.28856
O7 0.21161 -1.86842 2.51887
H13 0.84430 -2.59166 2.39816
H14 -0.05778 -1.78134 1.59193
O8 -0.30724 3.29317 -0.26208
H15 -0.26905 2.80809 0.58420
H16 -2.19526 0.54162 -1.06318
O9 -1.54533 -0.28274 1.68663
H17 -1.76706 -0.88194 0.86918
O10 2.62743 1.71967 2.39885
H18 -0.40360 1.92838 3.56612
H19 1.65811 1.63092 2.35581

Mulliken charges, unit e, in atom order: -0.70 0.29 0.26 -0.68 0.28 0.29 -0.97 0.44 -0.08 -0.74 0.27 0.36 -0.66 0.35 0.46 -0.72 0.37 0.45 -0.59 0.29 0.37 -0.68 0.35 0.37 -0.69 0.28 -0.66 0.26 0.41

=====

No. 6
A structure of composition H19O9 in a non-equilibrium geometry. Source: OMol25; level of theory: wB97M-V/def2-TZVPD.

Properties
* frontier orbital gap: 11.17 eV
* charge: +1
* multiplicity: 1

Element x y z (Å)
O1 2.58487 1.91295 -2.64118
H1 0.81742 3.08976 -0.66590
H2 0.34218 1.26126 0.07821
O2 2.44445 -3.25805 -0.00714
H3 -0.62887 -3.92861 -0.17908
O3 -0.37913 3.94045 0.92317
H4 -1.63598 -1.84556 0.90362
H5 0.14094 4.07681 1.71650
O4 0.55309 -1.52988 -0.60741
H6 -0.22303 4.84208 0.61197
H7 2.31657 -2.34344 0.14019
O5 -1.00858 -3.56101 -0.96999
H8 0.79428 1.83702 -1.69110
H9 -0.95005 -4.05682 -1.76535
O6 0.56873 2.17849 -0.82794
H10 0.08092 -0.42759 0.52919
H11 0.01263 -2.36544 -0.79816
O7 -2.87081 1.42411 1.76678
H12 2.18085 1.45084 -3.38530
H13 -3.35827 2.21174 2.00293
O8 -2.14564 -1.67481 1.66525
H14 0.94673 -1.33698 -1.46455
H15 -3.02194 0.62682 2.23277
O9 0.17257 0.51316 0.87820
H16 -2.75881 -0.94780 1.67447
H17 2.67969 -3.77757 0.76090
H18 3.52690 1.77494 -2.77000
H19 -0.66940 0.72275 1.31482

Mulliken charges, unit e, in atom order: -0.63 0.31 0.47 -0.62 0.36 -0.65 0.27 0.34 -0.76 0.31 0.33 -0.68 0.34 0.30 -0.52 0.45 0.41 -0.62 0.32 0.31 -0.61 0.32 0.29 -0.37 0.29 0.31 0.31 0.41

=====

No. 7
A cluster of 9 separate species, H19O9 in total in a non-equilibrium geometry. Source: OMol25; level of theory: wB97M-V/def2-TZVPD.

Properties
* frontier orbital gap: 10.97 eV
* charge: +1
* multiplicity: 1

Element x y z (Å)
O1 22.32385 -8.78237 31.35625
H1 22.01730 -9.47327 30.78439
H2 22.49144 -9.08552 32.29083
H3 21.78884 -8.00358 31.24993
O2 23.81114 -7.44851 28.85120
H4 22.97218 -6.91020 28.88184
H5 24.28825 -6.99757 28.16436
O3 23.44887 -10.37069 29.02798
H6 23.13467 -11.03733 28.35792
H7 23.40496 -9.44327 28.84799
O4 22.09849 -8.67974 34.40220
H8 22.43254 -8.43170 35.11142
H9 21.16895 -8.58075 34.21659
O5 20.86764 -7.58860 29.32718
H10 20.10393 -6.95130 29.80347
H11 20.44946 -8.34895 29.42021
O6 19.53982 -8.93253 32.47851
H12 19.25481 -8.04864 32.73633
H13 18.99466 -9.49331 31.82534
O7 20.96435 -11.27711 31.00574
H14 20.38415 -11.79048 30.52900
H15 21.71456 -11.94641 31.12893
O8 21.48267 -6.42894 32.21438
H16 22.03961 -5.78837 31.77612
H17 21.81117 -6.42085 33.15019
O9 23.55850 -10.77919 33.26649
H18 23.47072 -10.15346 34.06777
H19 24.48988 -10.79345 33.21994

Mulliken charges, unit e, in atom order: 0.01 0.28 0.44 0.41 -0.62 0.30 0.28 -0.62 0.32 0.35 -0.53 0.20 0.27 -0.63 0.35 0.24 -0.60 0.31 0.29 -0.59 0.27 0.30 -0.65 0.31 0.31 -0.64 0.31 0.32

=====

No. 8
A cluster of 9 separate species, H19O9 in total in a non-equilibrium geometry. Source: OMol25; level of theory: wB97M-V/def2-TZVPD.

Properties
* frontier orbital gap: 10.58 eV
* charge: +1
* multiplicity: 1

Element x y z (Å)
O1 -3.73672 0.18982 1.26539
H1 0.52895 -1.11993 -3.04967
H2 1.59266 -0.06367 3.46594
O2 -0.29579 -1.39584 0.30145
H3 -1.60563 1.42042 3.18899
O3 1.43153 0.26538 -1.15362
H4 3.10306 -2.63023 -2.00666
H5 1.91044 -0.42133 -0.62789
O4 3.10522 -1.81286 -1.52121
H6 1.98393 0.16952 -1.94653
H7 3.63063 -2.00122 -0.69979
O5 0.00954 1.77950 0.35496
H8 -0.63864 1.06827 0.85845
H9 -0.48010 2.20874 -0.41660
O6 -1.02825 0.67983 3.03491
H10 0.72163 1.21266 -0.20502
H11 -1.71680 0.00608 2.89468
O7 -1.33435 2.35771 -1.77439
H12 -3.98642 -0.33892 0.49274
H13 -1.23790 1.89609 -2.60811
O8 -0.21490 -1.75747 -3.11200
H14 -0.63598 -1.62948 -3.98295
H15 -1.87007 3.11077 -2.02905
O9 2.27271 -0.49217 2.95164
H16 3.12091 -0.08332 2.86772
H17 -1.11220 -1.90548 0.37413
H18 -4.29624 0.95526 1.23581
H19 -0.39696 -0.87792 -0.48973

Mulliken charges, unit e, in atom order: -0.59 0.29 0.31 -0.59 0.32 -0.74 0.30 0.43 -0.62 0.28 0.31 -0.43 0.46 0.53 -0.63 0.48 0.30 -0.60 0.31 0.30 -0.60 0.32 0.30 -0.63 0.31 0.29 0.30 0.29

=====

No. 9
A cluster of 2 separate species, H2 in total in a non-equilibrium geometry. Source: OMol25; level of theory: wB97M-V/def2-TZVPD.

Properties
* frontier orbital gap: 11.77 eV
* multiplicity: 1

Element x y z (Å)
H1 -0.22756 0.38690 0.52930
H2 0.22756 -0.38690 -0.52930

Mulliken charges, unit e, in atom order: 0.00 0.00

=====

Calculated values (eV) of relative energy (zero: lowest compared OMol25 entry of this formula, charge and spin) for the records, taken in order: 2.668 5.961 0.955 2.304 1.767 2.628 3.888 2.333 2.646.